Entry 1:
This record from the OMol25 dataset describes an isolated ion of composition C9H15N4O and charge +1. The level of theory is ωB97M-V with the def2-TZVPD basis set.

The geometry in XYZ format:
```
29
Properties=species:S:1:pos:R:3:forces:R:3:nbo_charge:R:1
C -2.664 -0.928 -1.682 -1.05 1.95 2.04 0.234
C -1.887 0.374 -0.155 -0.71 1.47 0.95 0.352
C -3.794 -1.422 -2.491 -0.32 -2.11 -2.18 0.622
C -1.663 1.432 0.884 -2.61 2.23 -0.03 -0.440
C -0.140 1.761 1.117 -1.11 -2.12 1.76 -0.536
C 0.482 0.490 1.468 0.96 0.14 -1.00 0.457
C 1.595 -1.492 0.532 -0.02 -0.93 3.33 -0.562
C 2.456 0.773 -0.147 -1.33 3.01 -1.75 -0.661
C 1.692 -0.037 0.896 1.32 1.41 0.94 -0.374
N -1.406 -1.205 -1.496 -0.44 -1.20 -1.18 -0.242
N -3.041 0.108 -0.812 2.10 -0.38 0.33 -0.504
N -0.930 -0.387 -0.539 0.77 -0.02 0.02 -0.325
N -3.465 -2.497 -3.299 -0.27 1.54 1.57 -0.777
O -4.907 -0.944 -2.442 0.69 0.26 0.58 -0.557
H -2.247 2.404 0.487 1.49 -1.96 1.08 0.273
H -2.257 1.104 1.832 1.48 0.76 -1.28 0.263
H 0.504 2.091 0.390 0.31 1.40 -2.69 0.258
H 0.057 2.431 1.952 -0.58 0.18 0.53 0.300
H 0.111 -0.056 2.287 -0.85 -0.92 0.91 0.194
H 0.822 -1.685 -0.106 -1.85 -0.04 -2.09 0.244
H 1.253 -2.090 1.463 1.40 0.50 -1.39 0.224
H 2.521 -1.680 0.055 0.94 -1.19 0.12 0.237
H 2.070 0.780 -1.261 -0.28 0.20 2.36 0.255
H 3.339 0.303 -0.372 2.45 -1.43 0.11 0.241
H 2.815 1.861 0.127 -1.17 -2.02 -0.29 0.238
H 2.390 -0.072 1.855 -1.15 0.22 -1.14 0.323
H -3.925 0.520 -0.572 -0.47 -0.20 -0.58 0.460
H -2.499 -2.583 -3.481 1.09 -0.43 -0.27 0.395
H -4.072 -2.644 -4.062 -0.76 -0.34 -0.77 0.409
```
Positions in Å, forces in eV/Å.

## Properties
**Total charge**: +1
**Relative energy (zero: lowest compared OMol25 entry of this formula, charge and spin)**: 146.05 kJ/mol
**Max |F|**: 3.73 eV Å⁻¹
**LUMO energy**: -5.637 eV
**Gap between HOMO and LUMO**: 7.749 eV


Entry 2:
This record from the OMol25 dataset describes C7H12Cl3O5RhSe2 as an isolated structure. The level of theory is ωB97M-V with the def2-TZVPD basis set.

The geometry in XYZ format:
```
30
Properties=species:S:1:pos:R:3:forces:R:3:nbo_charge:R:1
Rh -0.590 0.020 -0.127 0.14 -0.56 -0.55 0.709
O -5.933 -1.083 1.196 0.03 0.00 -0.02 -0.722
C -5.429 -0.118 0.290 -0.01 -0.10 0.09 -0.050
C -3.897 -0.225 0.263 0.15 -0.01 0.09 -0.129
C -3.467 0.952 -0.615 0.08 0.07 0.13 -0.070
O -2.143 0.763 -1.177 -0.09 0.07 -0.11 -0.650
C -3.360 -0.152 1.715 -0.12 0.24 -0.19 -0.568
Se -1.582 0.657 1.918 -0.23 0.03 0.10 -0.017
C -3.506 -1.564 -0.383 -0.04 0.14 -0.08 -0.580
Se -1.654 -2.089 -0.060 -0.11 -0.16 0.21 0.038
H -6.891 -1.030 1.206 -0.03 0.00 0.01 0.477
H -5.712 0.895 0.607 0.01 0.00 -0.02 0.166
H -5.825 -0.287 -0.719 0.01 -0.01 0.00 0.166
H -3.467 1.878 -0.037 -0.04 -0.05 0.01 0.207
H -4.124 1.042 -1.483 -0.10 -0.01 0.08 0.189
H -1.830 1.599 -1.546 -0.05 0.02 -0.04 0.514
H -3.343 -1.154 2.134 -0.01 0.01 0.02 0.237
H -4.027 0.459 2.325 0.02 0.03 -0.01 0.223
H -3.703 -1.532 -1.457 0.05 0.00 0.01 0.215
H -4.114 -2.354 0.057 0.00 0.02 0.02 0.246
Cl 3.309 2.342 -2.385 -0.03 0.02 -0.03 0.064
C 2.574 0.764 -2.598 -0.12 -0.25 -0.27 -0.202
Cl 2.364 0.417 -4.317 0.04 -0.02 0.01 0.049
Cl 3.628 -0.477 -1.854 0.01 0.00 0.02 0.006
C 1.209 0.630 -1.871 0.05 0.71 0.46 0.693
O 0.934 1.535 -1.040 -0.04 -0.14 0.10 -0.727
O 0.515 -0.387 -2.049 0.24 -0.03 -0.08 -0.672
O 1.095 -0.716 0.853 0.10 0.10 0.06 -0.835
H 1.749 -0.009 0.753 0.11 0.05 0.09 0.511
H 1.461 -1.469 0.373 0.00 -0.16 -0.11 0.513
```
Positions in Å, forces in eV/Å.

## Properties
**Relative energy (zero: lowest compared OMol25 entry of this formula, charge and spin)**: 0.00 kJ/mol
**Max |F|**: 0.85 eV Å⁻¹
**LUMO energy**: -0.150 eV
**Gap between HOMO and LUMO**: 7.582 eV